{
  "formula": "C2HBrCl2F2",
  "method": "ωB97M-V/def2-TZVPD",
  "species": ["Cl", "H", "C", "F", "F", "Br", "Cl", "C"],
  "xyz": [[-0.39050, -1.72396, -0.28515], [-1.18244, 1.03710, 0.91465], [0.36531, -0.39970, 0.85349], [0.34753, -0.81550, 2.12391], [1.68575, -0.40915, 0.59463], [-0.47047, -0.00597, -3.74509], [-0.00524, 1.54865, -0.93859], [-0.34994, 0.76853, 0.48215]],
  "forces_ev_per_a": [[0.390, 0.169, 0.795], [-4.180, 1.165, 2.473], [1.762, -2.527, -0.245], [-1.461, 0.320, -0.077], [-0.152, 0.517, -0.904], [-0.014, -0.086, -0.120], [0.391, 0.447, -0.639], [3.263, -0.005, -1.283]],
  "total_charge": 0,
  "gap_ev": [10.0309, 7.2826],
  "energy_ha": -3770.82192,
  "multiplicity": 3,
  "de_lowest_ev": 0.000,
  "e_homo_ha": [-0.3419, -0.3989],
  "lumo_energy_ha": [0.0268, -0.1313]
}